1.
The following is a DFT calculation (ωB97M-V/def2-TZVPD) of a molecular structure, C48H56AsBiBrN5O5PS.

Cartesian coordinates (Å):
Bi (0.5429, -0.0128, -0.0307)
N (1.4539, -0.9304, -2.4401)
N (2.4870, -0.0656, -2.8124)
C (2.6555, 1.1621, -2.1780)
O (3.4642, 1.9486, -2.6496)
O (1.9431, 1.3654, -1.1165)
H (1.8002, -1.8824, -2.4165)
H (0.6481, -0.8458, -3.0658)
H (2.8467, -0.1081, -3.7537)
C (-1.2878, -5.0186, 0.7343)
C (-0.0013, -4.2877, 1.1272)
C (0.8597, -5.1266, 2.0649)
P (-0.3462, -2.5195, 1.6068)
C (-1.7932, -2.4792, 2.7684)
C (-3.0841, -2.1949, 1.9918)
C (-2.0160, -3.6517, 3.7387)
C (1.0869, -2.1178, 2.6845)
C (1.0734, -2.3156, 4.0653)
C (2.1942, -2.1625, 4.8674)
C (2.1315, -2.3648, 6.3583)
C (3.3862, -1.8375, 4.2258)
C (3.4339, -1.5903, 2.8685)
C (2.2758, -1.6497, 2.0703)
N (2.2943, -1.2615, 0.7349)
C (3.5570, -1.1564, 0.0750)
C (4.0116, -2.2435, -0.6873)
C (3.2712, -3.5533, -0.7075)
C (5.1789, -2.1264, -1.4331)
C (5.9157, -0.9531, -1.4521)
C (7.1285, -0.8002, -2.3298)
C (5.4808, 0.0944, -0.6554)
C (4.3306, 0.0148, 0.1186)
C (3.9773, 1.1955, 0.9807)
H (-1.8385, -5.3576, 1.6116)
H (-1.0431, -5.8986, 0.1343)
H (-1.9519, -4.3943, 0.1344)
H (0.5588, -4.1566, 0.1993)
H (0.3435, -5.3578, 2.9984)
H (1.7952, -4.6272, 2.3170)
H (1.1016, -6.0763, 1.5776)
H (-1.5713, -1.5754, 3.3459)
H (-3.2876, -2.9763, 1.2558)
H (-3.0189, -1.2353, 1.4779)
H (-3.9294, -2.1669, 2.6863)
H (-2.6697, -4.3994, 3.2880)
H (-2.5213, -3.2904, 4.6393)
H (-1.1064, -4.1576, 4.0539)
H (0.1505, -2.6116, 4.5461)
H (1.1365, -2.6889, 6.6655)
H (2.3586, -1.4423, 6.8979)
H (2.8457, -3.1207, 6.6927)
H (4.2998, -1.7537, 4.8069)
H (4.3713, -1.3115, 2.4070)
H (2.3270, -3.4620, -0.1843)
H (3.8548, -4.3389, -0.2205)
H (3.0760, -3.8868, -1.7310)
H (5.5074, -2.9746, -2.0275)
H (7.4719, -1.7666, -2.7011)
H (7.9530, -0.3290, -1.7918)
H (6.9013, -0.1698, -3.1924)
H (6.0365, 1.0270, -0.6517)
H (4.6368, 1.2303, 1.8540)
H (2.9490, 1.1711, 1.3236)
H (4.1063, 2.1167, 0.4099)
O (-1.5353, 0.4655, 1.2912)
O (-1.8977, 1.6476, 0.5793)
C (0.8302, 1.3264, 2.8115)
O (0.8507, 1.5865, 1.4206)
H (1.7025, 0.7243, 3.0947)
H (-0.0793, 0.7996, 3.1123)
H (0.8793, 2.2668, 3.3676)
S (-1.1305, 0.6187, -4.2291)
C (-0.9994, 1.5423, -2.8593)
N (-0.9134, 2.2107, -1.9063)
Br (-0.5494, -3.7317, -2.6552)
C (-2.0902, -2.6548, -2.2780)
C (-3.3174, -3.0760, -2.7647)
C (-4.4021, -2.2599, -2.4971)
C (-4.2098, -1.0903, -1.7783)
C (-2.9349, -0.7794, -1.3384)
N (-1.8829, -1.5686, -1.5832)
H (-3.4077, -3.9908, -3.3310)
H (-5.3869, -2.5378, -2.8512)
H (-5.0321, -0.4231, -1.5598)
H (-2.7306, 0.1175, -0.7690)
C (-4.4821, 5.7970, -0.9862)
C (-3.3859, 6.3672, -0.3552)
C (-2.3244, 5.5679, 0.0464)
C (-2.3475, 4.1999, -0.1902)
C (-3.4417, 3.6307, -0.8292)
C (-4.5073, 4.4287, -1.2215)
As (-0.8828, 3.1196, 0.4930)
C (0.7010, 4.0005, -0.1954)
C (0.5896, 4.6684, -1.4070)
C (1.6681, 5.3972, -1.8832)
C (2.8469, 5.4546, -1.1548)
C (2.9479, 4.7873, 0.0563)
C (1.8762, 4.0520, 0.5410)
C (-1.0275, 3.7204, 2.3401)
C (-0.2709, 4.7490, 2.8874)
C (-0.4628, 5.1363, 4.2082)
C (-1.4101, 4.4957, 4.9921)
C (-2.1735, 3.4716, 4.4459)
C (-1.9869, 3.0858, 3.1267)
H (-5.3135, 6.4177, -1.2961)
H (-3.3546, 7.4340, -0.1724)
H (-1.4762, 6.0223, 0.5469)
H (-3.4493, 2.5702, -1.0345)
H (-5.3559, 3.9791, -1.7215)
H (-0.3174, 4.5946, -1.9908)
H (1.5906, 5.8999, -2.8385)
H (3.6956, 6.0034, -1.5431)
H (3.8732, 4.8125, 0.6180)
H (1.9658, 3.4870, 1.4549)
H (0.4719, 5.2643, 2.2917)
H (0.1368, 5.9373, 4.6227)
H (-1.5549, 4.7942, 6.0228)
H (-2.9128, 2.9625, 5.0515)
H (-2.5636, 2.2714, 2.7088)

molecular weight = 1209.85 g/mol
charge = -1
frontier orbital gap = 7.11 eV
energy relative to the best compared isomer or geometry (same formula, charge and spin) = 0.00 kcal per mole

These are the Löwdin partial charges, in e, on atoms 1 to 4:
1 Bi 1.8829
2 N -0.0440
3 N 0.0022
4 C -0.7218


2.
The following is a DFT calculation (ωB97M-V/def2-TZVPD) of a molecular structure, C48H56BF4N2PSSbV in a non-equilibrium geometry.

Cartesian coordinates (Å):
V (0.3405, 0.1259, 0.1110)
C (-2.7968, 3.2490, -2.1156)
C (-1.4689, 2.9422, -2.8108)
C (-0.9524, 4.1981, -3.5198)
P (-0.2677, 2.0989, -1.6864)
C (0.6441, 3.4586, -0.7759)
C (-0.3112, 4.3782, -0.0107)
C (1.6971, 4.2680, -1.5381)
C (1.0284, 1.5172, -2.8380)
C (0.9853, 1.6968, -4.2201)
C (2.0567, 1.4138, -5.0559)
C (1.9536, 1.5621, -6.5548)
C (3.2297, 0.9896, -4.4344)
C (3.2874, 0.7432, -3.0746)
C (2.1503, 0.8865, -2.2480)
N (2.0973, 0.4693, -0.9306)
C (3.2844, -0.1335, -0.3991)
C (3.9522, 0.5565, 0.6255)
C (3.4961, 1.9378, 1.0135)
C (5.0285, -0.0293, 1.2785)
C (5.4963, -1.2892, 0.9237)
C (6.6827, -1.9045, 1.6262)
C (4.8544, -1.9401, -0.1174)
C (3.7566, -1.3939, -0.7882)
C (3.1320, -2.2265, -1.8824)
H (-3.5196, 3.6232, -2.8488)
H (-2.6865, 4.0112, -1.3419)
H (-3.2238, 2.3680, -1.6446)
H (-1.6843, 2.1718, -3.5558)
H (-0.9728, 5.0529, -2.8407)
H (-1.6145, 4.4346, -4.3603)
H (0.0598, 4.0995, -3.9050)
H (1.1703, 2.8700, -0.0261)
H (-0.7871, 5.1014, -0.6782)
H (0.2481, 4.9420, 0.7421)
H (-1.0941, 3.8297, 0.5178)
H (1.2533, 5.1063, -2.0807)
H (2.2614, 3.6608, -2.2482)
H (2.4116, 4.6884, -0.8201)
H (0.0773, 2.0742, -4.6786)
H (1.0252, 2.0671, -6.8312)
H (1.9610, 0.5925, -7.0648)
H (2.7851, 2.1443, -6.9621)
H (4.1235, 0.8277, -5.0340)
H (4.2119, 0.3881, -2.6365)
H (2.5291, 1.9240, 1.5251)
H (3.3740, 2.5642, 0.1273)
H (4.2273, 2.4080, 1.6764)
H (5.5142, 0.5169, 2.0862)
H (7.6244, -1.4818, 1.2627)
H (6.7196, -2.9832, 1.4618)
H (6.6420, -1.7269, 2.7042)
H (5.1972, -2.9290, -0.4175)
H (3.8923, -2.4836, -2.6254)
H (2.3207, -1.7161, -2.3874)
H (2.7327, -3.1524, -1.4682)
S (-0.4854, 1.5067, 2.0101)
C (0.5010, 0.2711, 2.7604)
C (0.7293, 0.0884, 4.1281)
C (1.5617, -0.9300, 4.5368)
C (2.1597, -1.7674, 3.5996)
C (1.8944, -1.5425, 2.2694)
N (1.0927, -0.5441, 1.8599)
H (0.2455, 0.7537, 4.8302)
H (1.7488, -1.0815, 5.5948)
H (2.8104, -2.5822, 3.8904)
H (2.3166, -2.1682, 1.4925)
C (-3.6139, -3.8322, -2.4778)
C (-3.9761, -3.8008, -1.0149)
C (-4.5930, -4.9167, -0.4490)
C (-4.9190, -4.9677, 0.8999)
C (-4.6234, -3.8898, 1.7189)
C (-4.0069, -2.7722, 1.1706)
C (-3.6947, -2.7065, -0.1880)
Sb (-2.6864, -0.8636, -0.6297)
C (-2.5202, -0.7344, -2.7719)
C (-1.2554, -1.2130, -3.1398)
C (-0.8161, -1.1864, -4.4557)
C (-1.6433, -0.6574, -5.4321)
C (-2.8981, -0.1690, -5.0805)
C (-3.3629, -0.1991, -3.7634)
C (-4.7535, 0.3242, -3.4897)
C (-4.3532, 0.3552, -0.0201)
C (-3.9450, 1.4856, 0.6991)
C (-4.8555, 2.3707, 1.2605)
C (-6.2120, 2.1221, 1.1154)
C (-6.6323, 0.9899, 0.4279)
C (-5.7288, 0.0884, -0.1397)
C (-6.2992, -1.1367, -0.8242)
H (-4.1449, -4.6365, -2.9901)
H (-2.5388, -3.9980, -2.5962)
H (-3.8466, -2.8927, -2.9794)
H (-4.8158, -5.7665, -1.0858)
H (-5.3915, -5.8529, 1.3091)
H (-4.8540, -3.9194, 2.7764)
H (-3.7645, -1.9381, 1.8238)
H (-0.5892, -1.6185, -2.3814)
H (0.1769, -1.5461, -4.7013)
H (-1.3137, -0.6105, -6.4637)
H (-3.5451, 0.2437, -5.8494)
H (-5.1522, 0.8226, -4.3747)
H (-4.7743, 1.0321, -2.6640)
H (-5.4369, -0.4857, -3.2317)
H (-2.8877, 1.6723, 0.8355)
H (-4.5025, 3.2375, 1.8078)
H (-6.9432, 2.7990, 1.5422)
H (-7.6952, 0.7885, 0.3282)
H (-7.1813, -0.8651, -1.4110)
H (-6.6027, -1.8836, -0.0851)
H (-5.5819, -1.6245, -1.4816)
F (1.0310, -4.1737, 0.1818)
B (-0.0207, -3.2790, -0.0515)
F (-0.8989, -3.7354, -1.0532)
F (-0.7005, -2.9816, 1.1246)
F (0.5873, -2.0429, -0.5795)

molecular weight = 983.54 g/mol
charge = -1
2S+1 = 4
frontier orbital gap (spin up / spin down) = 6.27 / 6.87 eV
energy relative to the best compared isomer or geometry (same formula, charge and spin) = 0.40 kcal per mole

These are the Löwdin partial charges, in e, on atoms 1 to 4:
1 V 0.4645
2 C -0.1138
3 C -0.5272
4 C -0.1105


3.
The following is a DFT calculation (ωB97M-V/def2-TZVPD) of a molecular structure, C48H56LuN2O3PS in a non-equilibrium geometry.

Cartesian coordinates (Å):
Lu (0.1680, -0.0997, 0.8682)
C (0.5727, 1.3895, 2.9962)
C (-0.7367, 1.6827, 2.5084)
C (-1.5270, 0.4881, 2.7047)
C (-0.6620, -0.4653, 3.3052)
C (0.6224, 0.0823, 3.5191)
C (1.5942, -0.4145, 4.5760)
C (0.8911, -0.2533, 5.9355)
C (1.9795, -1.8851, 4.3939)
C (2.8709, 0.4311, 4.5854)
C (-3.0294, 0.1697, 2.5705)
C (-3.8470, 1.0748, 3.5055)
C (-3.3112, -1.2763, 3.0156)
C (-3.5528, 0.2579, 1.1293)
C (-1.0708, 3.1665, 2.2738)
C (-2.2258, 3.4351, 1.3081)
C (-1.3950, 3.7957, 3.6395)
C (0.1379, 3.9175, 1.6812)
H (1.3399, 2.1328, 3.1418)
H (-0.9863, -1.4032, 3.7234)
H (0.0062, -0.8892, 5.9822)
H (0.5658, 0.7805, 6.0635)
H (1.5603, -0.5150, 6.7586)
H (1.0982, -2.5264, 4.4484)
H (2.6634, -2.1922, 5.1875)
H (2.4853, -2.0369, 3.4373)
H (2.6470, 1.4614, 4.8646)
H (3.3487, 0.4297, 3.6032)
H (3.5786, 0.0354, 5.3163)
H (-3.4194, 1.0530, 4.5101)
H (-4.8776, 0.7177, 3.5629)
H (-3.8712, 2.1083, 3.1694)
H (-3.0766, -1.4243, 4.0712)
H (-2.7525, -1.9938, 2.4107)
H (-4.3744, -1.4825, 2.8838)
H (-3.4152, 1.2414, 0.6913)
H (-4.6209, 0.0229, 1.1093)
H (-3.0370, -0.4711, 0.5044)
H (-3.1562, 2.9758, 1.6272)
H (-1.9556, 3.0620, 0.3222)
H (-2.3934, 4.5119, 1.2353)
H (-2.3172, 3.3843, 4.0514)
H (-1.5114, 4.8777, 3.5418)
H (-0.5894, 3.5965, 4.3483)
H (0.5176, 3.4019, 0.8003)
H (0.9504, 4.0326, 2.3994)
H (-0.1744, 4.9203, 1.3834)
C (-2.2117, -2.2817, -4.4562)
C (-3.1562, -1.8366, -3.5422)
C (-2.8543, -0.7849, -2.6974)
C (-1.6004, -0.1763, -2.7370)
C (-0.6605, -0.6222, -3.6542)
C (-0.9732, -1.6663, -4.5172)
P (-1.3795, 1.2567, -1.6027)
C (-2.3495, 2.4297, -2.6644)
C (-2.2621, 2.4199, -4.0578)
C (-2.9913, 3.3183, -4.8192)
C (-3.8247, 4.2438, -4.2048)
C (-3.9398, 4.2469, -2.8255)
C (-3.2113, 3.3434, -2.0630)
C (0.3668, 1.7975, -1.8038)
C (0.8482, 2.5819, -2.8503)
C (2.1693, 2.9999, -2.8388)
C (2.9829, 2.6588, -1.7667)
C (2.4779, 1.9032, -0.7190)
C (1.1499, 1.4449, -0.6716)
H (-2.4417, -3.1093, -5.1152)
H (-4.1234, -2.3190, -3.4831)
H (-3.5924, -0.4242, -1.9883)
H (0.3070, -0.1354, -3.7041)
H (-0.2515, -1.9892, -5.2598)
H (-1.6245, 1.7027, -4.5570)
H (-2.9064, 3.2940, -5.8985)
H (-4.3736, 4.9606, -4.8021)
H (-4.5948, 4.9559, -2.3345)
H (-3.3167, 3.3553, -0.9856)
H (0.2038, 2.8886, -3.6637)
H (2.5558, 3.6060, -3.6490)
H (4.0119, 3.0008, -1.7408)
H (3.1373, 1.6892, 0.1210)
N (0.4523, -2.8195, 1.7623)
N (-0.3592, -3.5081, 0.8353)
C (-0.8851, -2.8013, -0.2623)
O (-1.2368, -3.4536, -1.2306)
O (-0.9488, -1.5261, -0.1064)
H (1.4345, -3.0247, 1.6012)
H (0.2198, -3.1454, 2.6898)
H (-0.0887, -4.4514, 0.6014)
O (1.9467, -1.3103, -0.0595)
S (1.5814, -1.7860, -1.4480)
C (2.0698, -3.5305, -1.4357)
C (1.3605, -4.4657, -2.1708)
C (1.7620, -5.7943, -2.1233)
C (2.8596, -6.1689, -1.3626)
C (3.5682, -5.2184, -0.6371)
C (3.1691, -3.8931, -0.6706)
C (3.0019, -1.3272, -2.4640)
C (4.0909, -0.6935, -1.8978)
C (5.1826, -0.3820, -2.6953)
C (5.1737, -0.7025, -4.0443)
C (4.0704, -1.3336, -4.6051)
C (2.9774, -1.6444, -3.8138)
H (0.4914, -4.1631, -2.7382)
H (1.2106, -6.5394, -2.6814)
H (3.1644, -7.2070, -1.3323)
H (4.4305, -5.5089, -0.0515)
H (3.7024, -3.1333, -0.1118)
H (4.0758, -0.4524, -0.8430)
H (6.0404, 0.1133, -2.2596)
H (6.0263, -0.4614, -4.6656)
H (4.0588, -1.5831, -5.6577)
H (2.1141, -2.1456, -4.2346)

molecular weight = 947.00 g/mol
frontier orbital gap = 8.11 eV
energy relative to the best compared isomer or geometry (same formula, charge and spin) = 5.92 kcal per mole

These are the Löwdin partial charges, in e, on atoms 1 to 4:
1 Lu 1.6476
2 C -0.1102
3 C -0.2158
4 C -0.2039


- Among the records above, which one has the highest energy relative to the best compared isomer or geometry (same formula, charge and spin)?
  C48H56LuN2O3PS


- Among the records above, which one has the lowest energy relative to the best compared isomer or geometry (same formula, charge and spin)?
  C48H56AsBiBrN5O5PS


- Which of these has the lowest molecular weight?
  C48H56LuN2O3PS